1.
ORCA calculation (ωB97M-V/def2-TZVPD) on a molecular structure, C29H23BF5IrN10O2 in a non-equilibrium geometry.

Each line ends with the Löwdin charge.
Geometry (Å):
Ir (-0.16906, -0.85718, -1.03614)  1.696
C (-3.75108, -0.30006, -2.85365)  0.027
C (-2.36830, -0.01872, -2.71426)  -0.058
N (-1.76291, -1.11510, -2.16030)  -0.159
N (-2.80370, -2.08257, -1.79425)  0.092
C (-3.94149, -1.60999, -2.30194)  -0.023
B (-2.62507, -3.05111, -0.48984)  -0.661
N (-2.36791, -1.99565, 0.72209)  0.039
C (-2.56070, -2.14440, 2.07447)  -0.022
C (-2.03181, -1.03876, 2.72824)  -0.017
C (-1.50334, -0.14936, 1.69321)  -0.064
N (-1.60736, -0.79942, 0.48225)  -0.133
N (-1.33127, -3.78455, -0.65307)  0.030
C (-0.94784, -5.11158, -0.57710)  -0.019
C (0.43334, -5.21840, -0.88178)  0.038
C (0.90915, -3.90108, -0.87931)  -0.121
N (-0.12255, -2.99449, -0.67640)  0.006
N (-3.80153, -3.94037, -0.27476)  -0.011
C (-5.04810, -3.30590, -0.13584)  -0.095
C (-5.93734, -4.26910, 0.35792)  -0.050
C (-5.21283, -5.51392, 0.38986)  -0.095
N (-3.91429, -5.26048, 0.03819)  0.058
H (-4.41840, 0.28179, -3.42675)  0.096
H (-1.72950, 0.77543, -3.07252)  0.114
H (-4.88012, -2.17883, -2.11666)  0.134
H (-3.06682, -2.94055, 2.48170)  0.111
H (-2.09054, -0.81323, 3.79017)  0.105
H (-1.07963, 0.87192, 1.80660)  0.123
H (-1.69435, -5.87241, -0.44240)  0.101
H (1.17055, -5.99303, -0.96389)  0.121
H (1.94155, -3.68265, -0.86306)  0.094
H (-5.20250, -2.24379, -0.23293)  0.109
H (-6.95841, -4.03492, 0.59018)  0.090
H (-5.55813, -6.57904, 0.61755)  0.132
O (2.38279, -1.33251, 0.78236)  0.078
C (2.19425, -0.12922, 0.60863)  -0.491
N (2.97046, 0.93285, 0.99256)  0.203
C (2.28892, 2.26069, 0.80618)  -0.193
C (1.01086, 1.70523, -0.10873)  -0.398
O (0.16703, 2.41366, -0.62638)  0.115
N (1.07802, 0.37385, -0.10109)  -0.026
C (3.18346, 3.23532, 0.01421)  -0.158
C (4.35718, 3.53870, 0.70654)  -0.046
C (5.38423, 4.24106, 0.09077)  -0.072
C (5.19211, 4.64946, -1.21653)  -0.087
C (3.97466, 4.48329, -1.86596)  -0.078
C (2.97067, 3.75942, -1.26923)  -0.036
C (1.84819, 3.06680, 2.03765)  -0.177
C (0.99012, 4.17725, 1.97251)  -0.005
C (0.35460, 4.68204, 3.11838)  -0.088
C (0.50593, 4.08086, 4.31607)  -0.093
C (1.40568, 2.99125, 4.44710)  -0.046
C (2.04671, 2.52865, 3.28741)  -0.064
H (3.70117, 0.96453, 1.69266)  0.155
H (4.44137, 3.36993, 1.80250)  0.131
H (6.30922, 4.56376, 0.64219)  0.130
H (6.02565, 5.23667, -1.69887)  0.127
H (3.79209, 4.98267, -2.81903)  0.116
H (2.04869, 3.62929, -1.87142)  0.120
H (0.69402, 4.55186, 0.99750)  0.119
H (-0.19398, 5.65329, 3.04941)  0.130
H (-0.06165, 4.43922, 5.20581)  0.122
H (1.59097, 2.36153, 5.32831)  0.112
H (2.73667, 1.72552, 3.51232)  0.106
F (2.29601, -1.70574, -2.55418)  0.071
C (1.13832, -1.01999, -2.68487)  -0.444
F (0.33203, -1.75246, -3.62184)  -0.011
C (1.62317, 0.25275, -3.37349)  -0.509
F (2.28504, -0.04762, -4.54269)  0.149
F (0.52919, 1.00036, -3.71021)  0.107
F (2.43843, 1.00732, -2.57214)  0.138

Results
Max |F| = 4.6 eV Å⁻¹
2S+1 = 6
LUMO level (spin up / spin down) = -3.05 / -7.10 eV
E_HOMO (spin up / spin down) = -8.54 / -11.30 eV
Total charge = +1



2.
ORCA calculation (ωB97M-V/def2-TZVPD) on a molecular structure, C29H23BrCoF8IN2P.

Each line ends with the Löwdin charge.
Geometry (Å):
Co (0.34873, 1.14096, -1.32747)  0.446
C (2.06763, 0.49949, -3.90242)  -0.097
N (2.13693, 0.39579, -2.44292)  -0.314
C (2.52480, -0.96828, -2.08239)  -0.072
C (3.12272, 1.37372, -1.94282)  -0.191
C (3.08113, 1.51911, -0.43347)  -0.231
N (1.70886, 1.78494, -0.05082)  -0.070
C (1.44002, 2.27529, 1.18726)  -0.195
C (0.15962, 2.79547, 1.42515)  -0.157
F (-0.71034, 2.81770, 0.38415)  0.020
C (-0.26009, 3.26414, 2.64639)  -0.219
F (-1.52112, 3.71934, 2.75676)  0.086
C (0.58108, 3.27686, 3.74494)  0.058
C (1.85235, 2.78276, 3.53855)  -0.224
F (2.71778, 2.72836, 4.56661)  0.085
C (2.27741, 2.30056, 2.31411)  -0.156
F (3.52275, 1.76957, 2.25484)  0.066
H (3.04543, 0.28373, -4.35198)  0.097
H (1.76463, 1.50521, -4.18245)  0.079
H (1.33834, -0.20810, -4.29101)  0.055
H (1.80356, -1.67027, -2.49966)  0.076
H (3.52038, -1.21454, -2.47405)  0.101
H (2.54060, -1.08954, -1.00248)  0.067
H (2.86868, 2.33464, -2.39562)  0.125
H (4.13094, 1.09234, -2.27892)  0.129
H (3.75724, 2.33687, -0.16259)  0.127
H (3.49580, 0.62007, 0.04412)  0.103
H (0.26192, 3.64474, 4.70675)  0.131
F (-0.16231, -5.92286, -2.70573)  0.142
C (-0.35070, -4.74822, -2.11041)  -0.129
C (-0.25556, -4.64184, -0.73747)  -0.129
F (0.01743, -5.72129, -0.00709)  0.138
C (-0.45406, -3.41206, -0.12129)  -0.191
F (-0.38710, -3.41379, 1.21144)  0.118
C (-0.72381, -2.26079, -0.84866)  -0.305
P (-0.88221, -0.57486, -0.12400)  1.081
C (-2.68424, -0.37379, 0.04598)  -0.375
C (-3.17105, 0.78746, 0.64502)  -0.142
C (-4.53498, 0.99100, 0.76411)  -0.073
C (-5.42702, 0.04958, 0.27066)  -0.073
C (-4.95035, -1.10341, -0.33193)  -0.069
C (-3.58365, -1.31788, -0.43889)  -0.087
C (-0.26341, -0.73013, 1.58155)  -0.352
C (1.11607, -0.76273, 1.76726)  -0.106
C (1.65474, -0.85249, 3.03957)  -0.065
C (0.81464, -0.88650, 4.14315)  -0.064
C (-0.56056, -0.84137, 3.96675)  -0.062
C (-1.10024, -0.77040, 2.69142)  -0.072
C (-0.84646, -2.40520, -2.23720)  -0.598
Br (-1.34582, -0.94198, -3.31031)  0.896
C (-0.65932, -3.62224, -2.86031)  -0.263
F (-0.77022, -3.75573, -4.18182)  0.090
H (-2.49181, 1.54236, 1.01199)  0.091
H (-4.89841, 1.89756, 1.22811)  0.112
H (-6.49223, 0.21564, 0.35483)  0.105
H (-5.63951, -1.84127, -0.71989)  0.106
H (-3.23056, -2.22866, -0.90286)  0.097
H (1.77772, -0.68898, 0.91466)  0.078
H (2.72832, -0.86881, 3.16918)  0.113
H (1.23225, -0.93354, 5.13955)  0.108
H (-1.21845, -0.86378, 4.82467)  0.107
H (-2.17472, -0.74829, 2.56695)  0.105
I (-2.65428, 2.56887, -2.55977)  0.650
C (-0.49925, 2.42350, -2.66565)  -0.777
H (-0.32908, 2.19189, -3.71757)  -0.077
H (-0.17755, 3.45413, -2.50453)  -0.051

Results
Max |F| = 0.5 eV Å⁻¹
2S+1 = 4
LUMO level (spin up / spin down) = -0.11 / -0.14 eV
E_HOMO (spin up / spin down) = -7.26 / -7.57 eV



3.
ORCA calculation (ωB97M-V/def2-TZVPD) on a molecular structure, C29H23BrN5ORhS.

Each line ends with the Löwdin charge.
Geometry (Å):
Rh (0.55000, -0.03917, 2.23146)  1.152
C (2.14055, -2.58314, 4.58625)  -0.018
C (1.37303, -1.29980, 4.43026)  -0.286
C (2.03660, -0.06197, 4.37763)  -0.043
C (1.32486, 1.14108, 4.37625)  -0.080
C (-0.07267, 1.13120, 4.41255)  -0.109
C (-0.74951, -0.09371, 4.42809)  -0.109
C (-0.02962, -1.29627, 4.43500)  -0.059
H (2.25744, -2.79637, 5.65262)  0.109
H (3.13984, -2.51314, 4.15554)  0.093
H (1.61482, -3.42710, 4.13852)  0.093
H (3.11936, -0.04217, 4.39903)  0.139
H (1.85786, 2.08198, 4.40057)  0.131
H (-0.61997, 2.06086, 4.48956)  0.125
H (-1.82758, -0.11328, 4.52337)  0.122
H (-0.55771, -2.23945, 4.50517)  0.136
Br (-4.72143, -0.59897, -4.63200)  0.831
C (-3.27113, 0.58062, -4.54039)  -0.680
C (-3.44494, 1.91106, -4.89571)  -0.092
C (-2.37206, 2.77901, -4.82282)  0.008
C (-1.14432, 2.31742, -4.35620)  -0.256
C (-0.96483, 0.96208, -4.03863)  -0.002
C (-2.02976, 0.09331, -4.13783)  -0.106
N (-0.09556, 3.25070, -4.27911)  0.156
N (0.92855, 3.11163, -3.63189)  0.148
C (1.19850, 2.57271, -2.42188)  -0.192
C (2.51426, 2.08233, -2.23167)  0.039
C (2.86319, 1.37195, -1.12305)  0.032
C (1.92330, 1.13557, -0.09515)  -0.306
O (2.20583, 0.44268, 0.93090)  -0.093
C (0.60344, 1.76093, -0.20736)  -0.137
N (-0.20698, 1.61990, 0.86513)  0.039
C (-1.36214, 2.25693, 0.88274)  -0.104
C (-1.77345, 3.08480, -0.16431)  0.002
C (-0.97567, 3.20471, -1.26994)  0.037
C (0.24401, 2.50772, -1.32559)  -0.069
H (-4.40994, 2.25744, -5.24346)  0.118
H (-2.47510, 3.82025, -5.11537)  0.134
H (0.01620, 0.59750, -3.75336)  0.124
H (-1.90475, -0.96042, -3.92107)  0.102
H (3.23181, 2.24234, -3.03120)  0.141
H (3.86164, 0.96462, -1.00706)  0.137
H (-1.98171, 2.13319, 1.76279)  0.115
H (-2.70927, 3.62407, -0.08947)  0.128
H (-1.27187, 3.85921, -2.07746)  0.126
N (-2.62022, -0.83622, 0.97616)  0.126
C (-1.62017, -1.61613, 0.50679)  -0.682
N (-0.39600, -1.58490, 0.95941)  -0.018
C (0.42847, -2.50716, 0.27073)  -0.305
C (1.77172, -2.75021, 0.51902)  -0.035
C (2.42916, -3.70271, -0.24320)  -0.053
C (1.76117, -4.40953, -1.24289)  -0.058
C (0.42093, -4.17894, -1.49294)  -0.064
C (-0.22664, -3.22173, -0.72358)  -0.457
S (-1.90396, -2.73801, -0.78340)  1.138
H (-2.47300, -0.33166, 1.82625)  0.073
H (-3.57035, -1.02828, 0.71421)  0.112
H (2.29734, -2.19527, 1.28698)  0.092
H (3.47944, -3.90541, -0.05800)  0.118
H (2.29332, -5.15271, -1.82607)  0.120
H (-0.10436, -4.73596, -2.26091)  0.122

Results
Max |F| = 0.5 eV Å⁻¹
2S+1 = 5
LUMO level (spin up / spin down) = -6.69 / -7.86 eV
E_HOMO (spin up / spin down) = -13.18 / -13.88 eV
Total charge = +2